Computed, not measured: a 13-piece molecular cluster, C38H105N11O6 overall, with ωB97M-V with the def2-TZVPD basis set.

Properties
Total charge: +2
E_tot: -2563.31878 Eh

Each atom is followed by the atoms it is bonded to, with distances in Å.
CARTESIAN COORDINATES (ANGSTROEM)
1 N 1.81762 -16.48934 14.84964  H2 1.010, H3 1.010, H4 1.010, H5 1.010
2 H 2.54671 -17.10899 15.17300  N1 1.010
3 H 1.16454 -16.49346 15.62007  N1 1.010
4 H 1.35379 -16.73539 13.98684  N1 1.010
5 H 2.13755 -15.55418 14.64172  N1 1.010
6 N -5.77536 -15.68503 17.32366  H7 1.010, H8 1.010, H9 1.010, H10 1.010
7 H -6.34774 -16.25222 17.93257  N6 1.010
8 H -5.49310 -16.17662 16.48774  N6 1.010
9 H -4.93705 -15.32187 17.75431  N6 1.010
10 H -6.25673 -14.80024 17.24946  N6 1.010
11 N 1.91877 -19.99661 19.76509  H12 1.010, H13 1.010, H14 1.010, H15 1.010
12 H 1.27935 -20.74862 19.55122  N11 1.010
13 H 1.43190 -19.11360 19.70723  N11 1.010
14 H 2.59732 -19.92015 19.02089  N11 1.010
15 H 2.21396 -20.13505 20.72102  N11 1.010
16 N 6.62292 -16.08229 18.54406  H17 1.010, H18 1.010, H19 1.010, H20 1.010
17 H 7.03238 -15.40200 17.91984  N16 1.010
18 H 7.34421 -16.62598 18.99599  N16 1.010
19 H 6.08659 -16.79908 18.07643  N16 1.010
20 H 6.04600 -15.64951 19.25114  N16 1.010
21 N 4.81981 -10.06134 22.23878  H22 1.010, H23 1.010, H24 1.010, H25 1.010
22 H 4.55352 -9.17900 21.82565  N21 1.010
23 H 5.18086 -10.74453 21.58841  N21 1.010
24 H 3.96614 -10.52512 22.51494  N21 1.010
25 H 5.39889 -9.93893 23.05718  N21 1.010
26 N -1.19213 -19.72784 15.50096  H27 1.010, H28 1.010, H29 1.010, H30 1.010
27 H -0.39128 -20.34131 15.45205  N26 1.010
28 H -1.12641 -19.01046 16.20888  N26 1.010
29 H -1.99788 -20.27748 15.76317  N26 1.010
30 H -1.19284 -19.30454 14.58395  N26 1.010
31 C -0.35047 -13.34932 20.99073  C32 1.306, C37 1.435, H41 1.080
32 C 0.87467 -13.32326 21.44311  C31 1.306, C33 1.560, O40 1.328
33 C 2.00954 -14.32155 21.05694  C32 1.560, O34 1.290, C35 1.346
34 O 3.27035 -14.24861 21.32044  C33 1.290
35 C 1.67900 -15.33263 20.23277  C33 1.346, C36 1.416, H42 1.080
36 C 0.37464 -15.45505 19.69426  C35 1.416, C37 1.647, O39 1.218
37 C -0.80921 -14.38985 20.11571  C31 1.435, C36 1.647, O38 1.248
38 O -1.88570 -14.29713 19.49021  C37 1.248
39 O 0.18243 -16.33585 18.87588  C36 1.218
40 O 1.09669 -12.27118 22.22199  C32 1.328
41 H -1.11994 -12.69778 21.37779  C31 1.080
42 H 2.45262 -15.94547 19.79421  C35 1.080
43 O 4.54949 -19.63922 16.72821  C44 1.409
44 C 5.08855 -20.77267 16.08775  O43 1.409, C45 1.578, H47 1.090, H48 1.090
45 C 4.14925 -21.96535 15.65591  C44 1.578, O46 1.436, H49 1.090, H50 1.090
46 O 2.90872 -21.74912 14.96542  C45 1.436
47 H 5.88950 -21.16292 16.71568  C44 1.090
48 H 5.73413 -20.44044 15.27476  C44 1.090
49 H 3.88149 -22.52354 16.55303  C45 1.090
50 H 4.66657 -22.70833 15.04889  C45 1.090
51 C 3.18839 -11.54091 11.25874  C52 1.538, H58 1.090, H59 1.090, H60 1.090
52 C 2.71394 -12.82876 11.95227  C51 1.538, N53 1.450, H61 1.090, H62 1.090
53 N 2.77955 -12.78718 13.40032  C52 1.450, C54 1.523, C56 1.453
54 C 4.14947 -12.62406 14.04535  N53 1.523, C55 1.551, H63 1.090, H64 1.090
55 C 5.21810 -13.61460 13.51326  C54 1.551, H65 1.090, H66 1.090, H67 1.090
56 C 1.93366 -11.77688 14.01315  N53 1.453, C57 1.498, H68 1.090, H69 1.090
57 C 1.37755 -12.12115 15.36031  C56 1.498, H70 1.090, H71 1.090, H72 1.090
58 H 4.24314 -11.42779 11.50935  C51 1.090
59 H 2.66140 -10.64489 11.58664  C51 1.090
60 H 3.20050 -11.79429 10.19867  C51 1.090
61 H 1.70701 -13.08336 11.62155  C52 1.090
62 H 3.40791 -13.63784 11.72447  C52 1.090
63 H 4.02223 -12.72030 15.12361  C54 1.090
64 H 4.57584 -11.65386 13.79038  C54 1.090
65 H 5.01357 -14.66804 13.70442  C55 1.090
66 H 6.18106 -13.39323 13.97346  C55 1.090
67 H 5.24665 -13.49043 12.43073  C55 1.090
68 H 2.51479 -10.85670 14.07370  C56 1.090
69 H 1.20742 -11.45068 13.26865  C56 1.090
70 H 0.30605 -11.94326 15.45169  C57 1.090
71 H 1.65093 -13.13094 15.66638  C57 1.090
72 H 1.89529 -11.47382 16.06813  C57 1.090
73 C -9.53632 -12.60963 15.92999  C74 1.587, H80 1.090, H81 1.090, H82 1.090
74 C -8.11791 -11.91308 15.78770  C73 1.587, N75 1.466, H83 1.090, H84 1.090
75 N -7.20179 -11.94102 16.93182  C74 1.466, C76 1.496, C78 1.492
76 C -7.72938 -11.21434 18.12873  N75 1.496, C77 1.496, H85 1.090, H86 1.090
77 C -6.98560 -11.44045 19.40674  C76 1.496, H87 1.090, H88 1.090, H89 1.090
78 C -6.04263 -11.11194 16.49149  N75 1.492, C79 1.518, H90 1.090, H91 1.090
79 C -5.25995 -11.89533 15.45290  C78 1.518, H92 1.090, H93 1.090, H94 1.090
80 H -9.98794 -12.59259 16.92188  C73 1.090
81 H -9.18468 -13.63611 15.82612  C73 1.090
82 H -10.21844 -12.24648 15.16127  C73 1.090
83 H -7.66782 -12.22193 14.84423  C74 1.090
84 H -8.27802 -10.86082 15.55274  C74 1.090
85 H -7.65414 -10.13193 18.02465  C76 1.090
86 H -8.80889 -11.36456 18.14230  C76 1.090
87 H -7.31375 -12.39308 19.82258  C77 1.090
88 H -5.90944 -11.30283 19.30173  C77 1.090
89 H -7.28122 -10.80427 20.24099  C77 1.090
90 H -5.43907 -10.97126 17.38818  C78 1.090
91 H -6.32810 -10.09817 16.21064  C78 1.090
92 H -5.70655 -12.07430 14.47483  C79 1.090
93 H -4.82826 -12.80486 15.87062  C79 1.090
94 H -4.42455 -11.22198 15.26107  C79 1.090
95 C 5.45989 -11.38039 26.97399  C96 1.490, H102 1.090, H103 1.090, H104 1.090
96 C 5.16057 -9.93021 26.80753  C95 1.490, N97 1.506, H105 1.090, H106 1.090
97 N 6.19113 -9.04144 26.16162  C96 1.506, C98 1.468, C100 1.499
98 C 7.54966 -9.50528 26.46905  N97 1.468, C99 1.564, H107 1.090, H108 1.090
99 C 8.66292 -8.54977 25.92699  C98 1.564, H109 1.090, H110 1.090, H111 1.090
100 C 5.87275 -7.67523 26.68955  N97 1.499, C101 1.543, H112 1.090, H113 1.090
101 C 4.59466 -7.11344 26.03240  C100 1.543, H114 1.090, H115 1.090, H116 1.090
102 H 5.80466 -11.86953 26.06296  C95 1.090
103 H 4.56887 -11.99970 27.07715  C95 1.090
104 H 6.13705 -11.53916 27.81325  C95 1.090
105 H 4.31115 -9.92861 26.12446  C96 1.090
106 H 4.80870 -9.59762 27.78410  C96 1.090
107 H 7.66477 -9.48195 27.55271  C98 1.090
108 H 7.73888 -10.51589 26.10715  C98 1.090
109 H 9.67810 -8.85350 26.18248  C99 1.090
110 H 8.87241 -8.38751 24.86968  C99 1.090
111 H 8.66702 -7.57118 26.40705  C99 1.090
112 H 6.69015 -7.00394 26.42625  C100 1.090
113 H 5.80500 -7.79068 27.77129  C100 1.090
114 H 4.28568 -6.21977 26.57459  C101 1.090
115 H 3.71573 -7.74891 26.14081  C101 1.090
116 H 4.68775 -7.10822 24.94639  C101 1.090
117 C 3.70838 -22.75023 23.07165  C118 1.600, H124 1.090, H125 1.090, H126 1.090
118 C 3.96945 -21.33611 23.77351  C117 1.600, N119 1.430, H127 1.090, H128 1.090
119 N 2.79944 -20.51450 23.73081  C118 1.430, C120 1.552, C122 1.504
120 C 1.70507 -21.12242 24.64738  N119 1.552, C121 1.581, H129 1.090, H130 1.090
121 C 0.36468 -20.29986 24.48567  C120 1.581, H131 1.090, H132 1.090, H133 1.090
122 C 3.11871 -19.08519 24.07454  N119 1.504, C123 1.607, H134 1.090, H135 1.090
123 C 3.81974 -18.96839 25.51600  C122 1.607, H136 1.090, H137 1.090, H138 1.090
124 H 3.46276 -22.70529 22.01064  C117 1.090
125 H 2.98818 -23.35396 23.62385  C117 1.090
126 H 4.60241 -23.37181 23.12108  C117 1.090
127 H 4.27912 -21.51064 24.80391  C118 1.090
128 H 4.76894 -20.93870 23.14823  C118 1.090
129 H 1.59070 -22.18759 24.44628  C120 1.090
130 H 2.05235 -21.05327 25.67826  C120 1.090
131 H -0.49109 -20.76573 24.97425  C121 1.090
132 H 0.34952 -19.25323 24.78971  C121 1.090
133 H -0.05384 -20.20329 23.48385  C121 1.090
134 H 2.22273 -18.46445 24.07448  C122 1.090
135 H 3.72826 -18.59157 23.31763  C122 1.090
136 H 4.66550 -19.62716 25.71304  C123 1.090
137 H 3.03329 -19.10024 26.25911  C123 1.090
138 H 4.02159 -17.91728 25.72224  C123 1.090
139 C 9.12637 -16.46250 22.76041  C140 1.559, H146 1.090, H147 1.090, H148 1.090
140 C 10.16835 -16.88173 21.67897  C139 1.559, N141 1.436, H149 1.090, H150 1.090
141 N 9.74384 -17.75426 20.62087  C140 1.436, C142 1.475, C144 1.456
142 C 10.83448 -17.95036 19.64807  N141 1.475, C143 1.494, H151 1.090, H152 1.090
143 C 10.35940 -18.61116 18.39503  C142 1.494, H153 1.090, H154 1.090, H155 1.090
144 C 9.09584 -18.96285 21.10968  N141 1.456, C145 1.503, H156 1.090, H157 1.090
145 C 9.98763 -19.82923 21.95357  C144 1.503, H158 1.090, H159 1.090, H160 1.090
146 H 9.31187 -15.41538 22.99963  C139 1.090
147 H 9.32246 -17.07811 23.63829  C139 1.090
148 H 8.05919 -16.45443 22.53868  C139 1.090
149 H 10.41762 -15.92568 21.21861  C140 1.090
150 H 11.06750 -17.33883 22.09210  C140 1.090
151 H 11.64222 -18.48614 20.14665  C142 1.090
152 H 11.29685 -17.08638 19.17072  C142 1.090
153 H 9.42789 -18.14199 18.07838  C143 1.090
154 H 10.24308 -19.64386 18.72381  C143 1.090
155 H 11.08062 -18.70613 17.58329  C143 1.090
156 H 8.28231 -18.71363 21.79098  C144 1.090
157 H 8.71327 -19.57876 20.29580  C144 1.090
158 H 10.88583 -20.18245 21.44705  C145 1.090
159 H 10.08736 -19.41789 22.95803  C145 1.090
160 H 9.40343 -20.74016 22.08399  C145 1.090